Record 1
Formula: C17H28N2O4S2
Source: the OMol25 dataset
Level of theory: the ωB97M-V functional and the def2-TZVPD basis

```
! wB97M-V def2-TZVPD RIJCOSX def2/J DEFGRID3
* xyz 0 1
C -2.146 -0.539 -2.650
C -1.756 -1.658 -1.686
C -0.571 -2.438 -2.253
C -1.436 -1.094 -0.294
C -2.713 -0.820 0.502
C -2.506 0.036 1.761
C -1.616 -0.634 2.799
N -1.934 1.328 1.411
C -2.564 2.234 0.646
O -3.701 2.128 0.249
C -1.687 3.461 0.310
C -0.388 3.026 -0.262
C -0.124 2.631 -1.541
C 1.190 2.145 -1.712
C 1.917 2.189 -0.562
S 3.530 1.526 -0.248
O 4.139 2.285 0.798
O 4.197 1.363 -1.500
N 3.224 0.002 0.357
C 2.637 -0.055 1.675
C 2.723 -1.497 2.179
O 2.079 -2.374 1.284
C 2.680 -2.325 0.010
C 2.603 -0.913 -0.573
S 1.014 2.821 0.756
H -2.950 0.068 -2.243
H -2.476 -0.951 -3.600
H -1.290 0.108 -2.837
H -2.601 -2.347 -1.588
H -0.828 -2.865 -3.220
H -0.291 -3.250 -1.585
H 0.290 -1.787 -2.388
H -0.870 -0.166 -0.412
H -0.812 -1.807 0.250
H -3.426 -0.289 -0.130
H -3.169 -1.766 0.797
H -3.497 0.226 2.194
H -0.628 -0.834 2.391
H -2.055 -1.578 3.107
H -1.513 0.000 3.677
H -0.977 1.495 1.679
H -2.242 4.068 -0.406
H -1.535 4.036 1.224
H -0.850 2.682 -2.332
H 1.601 1.787 -2.638
H 3.195 0.628 2.315
H 1.578 0.248 1.649
H 2.211 -1.603 3.137
H 3.779 -1.781 2.290
H 2.132 -3.030 -0.616
H 3.733 -2.631 0.081
H 3.150 -0.843 -1.513
H 1.548 -0.645 -0.738
*
```

Properties
E_LUMO (eV): 0.216
Structure (SMILES): CC(C)CC[C@@H](C)NC(=O)Cc1ccc(S(=O)(=O)N2CCOCC2)s1
E (eV): -50924.3221
Frontier orbital gap (hartree): 0.349
Highest occupied orbital energy (eV): -9.270
Energy above the lowest of the compared OMol25 structures with the same formula, charge and spin (kcal/mol): 0.0

=====

Record 2
Formula: C17H28N3O
Source: the OMol25 dataset
Level of theory: the ωB97M-V functional and the def2-TZVPD basis

```
! wB97M-V def2-TZVPD RIJCOSX def2/J DEFGRID3
* xyz 1 1
C -6.063 -1.779 1.042
C -4.799 -1.832 0.206
C -4.003 -0.539 0.334
N -2.750 -0.555 -0.423
C -1.550 -0.308 0.121
O -1.383 -0.062 1.333
C -0.353 -0.382 -0.828
C -0.381 -1.442 -1.931
C 1.056 -1.978 -2.060
C 1.880 -1.435 -0.894
N 0.886 -0.705 -0.018
C 1.458 0.405 0.727
C 1.742 1.585 -0.178
C 2.934 1.707 -0.892
C 3.253 2.934 -1.483
C 2.316 3.973 -1.529
C 1.058 3.776 -0.958
C 0.780 2.604 -0.253
N 2.591 -0.071 1.461
C 2.173 -0.966 2.538
C 3.594 0.906 1.872
H -6.586 -2.734 1.006
H -5.839 -1.553 2.088
H -6.741 -1.009 0.666
H -4.173 -2.682 0.501
H -5.055 -1.970 -0.854
H -4.619 0.284 -0.061
H -3.751 -0.315 1.374
H -2.827 -0.667 -1.425
H -0.247 0.609 -1.294
H -1.114 -2.237 -1.713
H -0.707 -0.942 -2.853
H 1.077 -3.074 -2.055
H 1.492 -1.626 -3.004
H 2.353 -2.199 -0.261
H 2.655 -0.739 -1.220
H 0.591 -1.401 0.685
H 0.653 0.658 1.432
H 3.651 0.881 -0.967
H 4.258 3.086 -1.877
H 2.558 4.920 -2.017
H 0.300 4.560 -1.012
H -0.179 2.458 0.262
H 3.024 -1.138 3.196
H 1.360 -0.516 3.133
H 1.829 -1.935 2.137
H 3.976 0.617 2.853
H 4.444 0.907 1.176
H 3.179 1.921 1.918
*
```

Properties
E_LUMO (eV): -2.384
Structure (SMILES): CCCNC(=O)[C@@H]1CCC[N@H+]1[C@H](c1ccccc1)N(C)C
E (eV): -24595.3141
Frontier orbital gap (hartree): 0.354
Highest occupied orbital energy (eV): -12.017
Energy above the lowest of the compared OMol25 structures with the same formula, charge and spin (kcal/mol): 26.2

=====

Record 3
Formula: C17H28N8O
Source: the OMol25 dataset
Level of theory: the ωB97M-V functional and the def2-TZVPD basis

```
! wB97M-V def2-TZVPD RIJCOSX def2/J DEFGRID3
* xyz 0 1
C 0.660 0.673 -1.752
N -0.521 0.550 -0.915
C -1.768 0.546 -1.649
C -0.438 0.227 0.420
O -1.363 0.030 1.197
H 1.529 0.909 -1.195
H 0.630 1.513 -2.532
H 0.889 -0.186 -2.309
H -2.489 0.190 -0.904
H -2.065 1.520 -2.123
H -1.797 -0.186 -2.413
H 0.561 0.157 0.860
C -1.226 -4.976 -0.786
C -1.739 -5.571 0.478
N -2.122 -6.123 1.382
H -1.841 -4.136 -1.084
H -1.125 -5.668 -1.601
H -0.165 -4.635 -0.612
C -1.888 2.984 2.032
C -0.447 3.189 2.349
N 0.636 3.325 2.649
H -2.021 3.329 1.035
H -2.458 3.506 2.816
H -2.047 1.915 2.078
C -1.037 -1.363 -5.980
C -0.176 -0.330 -5.498
N 0.475 0.530 -5.127
H -1.733 -1.701 -5.237
H -0.573 -2.224 -6.411
H -1.647 -0.831 -6.732
C 1.196 5.976 1.212
C -0.081 5.837 0.482
N -1.042 5.693 -0.184
H 1.725 6.753 0.687
H 1.609 5.007 1.366
H 1.072 6.259 2.265
C 1.571 -2.869 -3.336
C 0.160 -2.614 -3.078
N -0.971 -2.499 -2.827
H 2.143 -1.956 -3.037
H 1.908 -3.052 -4.345
H 1.846 -3.657 -2.584
C 0.554 -2.543 2.682
C 1.127 -2.665 1.343
N 1.418 -2.786 0.223
H 1.294 -2.355 3.519
H 0.009 -3.414 3.062
H -0.154 -1.721 2.740
C 1.977 2.065 6.245
C 1.800 0.616 6.306
N 1.997 -0.501 6.332
H 2.644 2.489 6.996
H 1.040 2.603 6.234
H 2.463 2.170 5.258
*
```

Properties
E_LUMO (eV): 0.485
Structure (SMILES): CN(C)C=O.CC#N.CC#N.CC#N.CC#N.CC#N.CC#N.CC#N
E (eV): -32048.5116
Frontier orbital gap (hartree): 0.364
Highest occupied orbital energy (eV): -9.411
Energy above the lowest of the compared OMol25 structures with the same formula, charge and spin (kcal/mol): 10.3

=====

Record 4
Formula: C17H28NO2P2SnTe
Source: the OMol25 dataset
Level of theory: the ωB97M-V functional and the def2-TZVPD basis

```
! wB97M-V def2-TZVPD RIJCOSX def2/J DEFGRID3
* xyz 1 1
Sn -0.781 -0.815 0.130
P -0.021 0.662 -2.233
C 0.783 -0.969 -2.700
C 1.775 -1.535 -1.734
N 1.446 -1.533 -0.424
C 2.425 -1.788 0.471
C 3.677 -2.265 0.092
C 3.919 -2.497 -1.261
C 2.955 -2.119 -2.194
C 2.203 -1.506 1.934
P 0.436 -1.293 2.420
H 3.082 -2.224 -3.275
H 4.399 -2.453 0.895
H 4.851 -2.957 -1.576
H 2.594 -2.363 2.507
H 2.809 -0.642 2.272
H -0.027 -1.700 -2.909
H 1.281 -0.778 -3.658
H -2.601 -3.331 0.104
O -1.869 -3.348 -0.574
H -2.192 -3.630 -1.436
H -3.731 -1.929 1.721
O -3.143 -2.689 1.558
H -3.345 -3.314 2.277
C -0.011 -3.019 2.777
H 0.597 -3.366 3.623
H -1.077 -3.060 3.022
H 0.160 -3.667 1.903
C 0.460 -0.378 3.981
H -0.555 -0.352 4.397
H 1.118 -0.897 4.695
H 0.770 0.665 3.849
C 1.201 1.853 -2.904
H 1.329 1.637 -3.981
H 0.815 2.873 -2.778
H 2.161 1.801 -2.373
C -1.321 0.757 -3.505
H -1.998 1.577 -3.248
H -0.858 0.944 -4.484
H -1.918 -0.163 -3.535
Te 0.610 1.751 0.602
C -0.891 3.242 0.708
C -0.521 4.602 0.588
C -1.522 5.561 0.382
C -2.874 5.186 0.302
C -3.227 3.839 0.486
C -2.248 2.871 0.738
H 0.531 4.876 0.619
H -1.229 6.605 0.281
H -3.647 5.934 0.104
H -4.270 3.523 0.439
H -2.510 1.822 0.902
*
```

Properties
E_LUMO (eV): -2.766
E (eV): -55365.2832
Frontier orbital gap (hartree): 0.227
Highest occupied orbital energy (eV): -8.941
Energy above the lowest of the compared OMol25 structures with the same formula, charge and spin (kcal/mol): 2.0